Density functional theory data (ωB97M-V/def2-TZVPD) for a cluster of 2 separate species, C30H34N2OSi in total at a distorted geometry.

ORCA input file:
```
! wB97M-V def2-TZVPD RIJCOSX def2/J DEFGRID3
* xyz 0 1
C 0.55 -1.47 1.41
N -0.11 -0.49 1.40
C 9.15 2.03 1.16
Si 8.56 1.90 -0.59
C 8.48 3.56 -1.44
C 9.55 0.69 -1.58
O 6.97 1.41 -0.51
C 6.24 0.21 -0.69
C 6.04 -0.08 -2.21
C 6.11 0.97 -3.12
C 5.86 0.73 -4.48
C 5.53 -0.55 -4.92
C 5.47 -1.60 -4.00
C 5.71 -1.36 -2.64
C 6.92 -0.91 0.12
C 7.70 -1.89 -0.50
C 8.31 -2.89 0.26
C 8.22 -2.85 1.66
C 7.53 -1.81 2.28
C 6.90 -0.83 1.51
C 4.82 0.54 -0.13
C 4.15 1.76 -0.80
C 3.09 1.21 -1.75
C 2.86 -0.26 -1.38
N 3.88 -0.56 -0.37
C 3.81 -1.67 0.35
C 3.01 -2.74 -0.09
C 2.19 -3.48 0.74
C 1.74 -4.81 0.41
C 0.86 -5.52 1.27
C 0.39 -6.79 0.92
C 0.78 -7.38 -0.29
C 1.66 -6.71 -1.14
C 2.16 -5.45 -0.80
H 10.20 2.34 1.16
H 8.57 2.78 1.71
H 9.07 1.07 1.69
H 9.49 4.00 -1.48
H 8.10 3.47 -2.47
H 7.82 4.25 -0.89
H 10.51 1.17 -1.85
H 9.77 -0.22 -1.01
H 9.04 0.40 -2.51
H 6.36 1.98 -2.79
H 5.92 1.57 -5.18
H 5.33 -0.73 -5.97
H 5.23 -2.62 -4.32
H 5.66 -2.18 -1.93
H 7.84 -1.86 -1.59
H 8.86 -3.68 -0.25
H 8.70 -3.63 2.25
H 7.48 -1.74 3.37
H 6.40 0.01 2.01
H 4.89 0.72 0.96
H 3.66 2.31 0.01
H 4.87 2.43 -1.28
H 2.15 1.76 -1.68
H 3.42 1.26 -2.80
H 1.85 -0.43 -0.96
H 2.97 -0.91 -2.25
H 4.37 -1.72 1.29
H 3.03 -2.96 -1.16
H 1.90 -3.08 1.72
H 0.57 -5.05 2.20
H -0.28 -7.32 1.60
H 0.39 -8.37 -0.56
H 1.97 -7.16 -2.09
H 2.87 -4.95 -1.45
*
```

Results
Electronic energy, eV: -44565.9580
Frontier orbital gap, eV: 6.43